i | 61
Properties=species:S:1:pos:R:3 method="wB97M-V/def2-TZVPD" e_homo_ha=-0.1544 gap_ev=6.47 charge=-1
Cl 1.2632 0.9359 -0.7896
C -6.2806 1.5983 1.9448
C -4.8759 1.0344 2.1423
O -3.9202 1.7505 2.3445
N -4.7526 -0.3115 2.1264
C -3.4548 -1.0241 2.3119
H -6.6932 1.9756 2.8805
H -7.0200 0.8500 1.6591
H -6.2374 2.3677 1.1740
H -5.6157 -0.8144 1.9768
H -2.8057 -0.5767 3.0646
H -2.9290 -0.9462 1.3603
H -3.6678 -2.0602 2.5749
C -6.0971 4.0239 -4.9961
C -5.2744 3.1239 -4.1136
O -4.7637 3.5418 -3.0838
N -5.0488 1.9125 -4.5651
C -4.3393 0.9186 -3.7677
H -5.7961 5.0674 -4.9038
H -7.1516 3.9836 -4.7229
H -6.0195 3.7504 -6.0483
H -5.6097 1.5383 -5.3172
H -4.9820 0.2718 -3.1704
H -3.6583 1.4006 -3.0663
H -3.8165 0.2753 -4.4755
C 1.9824 -1.9495 -5.5102
C 1.9324 -3.3158 -4.8031
O 2.4022 -4.3228 -5.2958
N 1.3640 -3.3114 -3.5753
C 1.0981 -4.5177 -2.8290
H 2.9671 -1.7850 -5.9477
H 1.5715 -1.2129 -4.8197
H 1.2888 -1.9758 -6.3506
H 1.2370 -2.4538 -3.0571
H 0.3204 -4.3398 -2.0862
H 1.9853 -4.8830 -2.3119
H 0.5963 -5.2970 -3.4025
C 6.4668 -1.8303 -0.0646
C 7.1316 -0.6948 0.7322
O 8.2215 -0.8445 1.2834
N 6.5137 0.5051 0.6603
C 6.9879 1.7147 1.3374
H 7.0844 -2.6917 -0.3192
H 6.0466 -1.4746 -1.0053
H 5.5780 -2.0357 0.5320
H 5.5855 0.6002 0.2737
H 7.9991 1.9601 1.0128
H 7.0768 1.5615 2.4130
H 6.4005 2.6218 1.1951
C 0.7706 1.7075 5.9227
C 0.9758 0.4015 6.6616
O 0.4083 0.3015 7.7557
N 1.8496 -0.5323 6.1728
C 2.7287 -0.3277 4.9983
H 0.9590 2.6039 6.5136
H -0.2720 1.7988 5.6181
H 1.4195 1.7716 5.0492
H 1.9833 -1.4625 6.5428
H 3.3903 -1.1927 4.9519
H 3.3306 0.5694 5.1434
H 2.1651 -0.2537 4.0682


ii | 61
Properties=species:S:1:pos:R:3 method="wB97M-V/def2-TZVPD" e_homo_ha=-0.1972 gap_ev=8.21 charge=-1
Cl -0.2715 0.1363 0.3120
C -3.3628 -1.1698 0.0399
O -4.4440 -1.0851 -0.5593
N -3.0147 -2.0771 0.9416
C -3.7996 -3.2516 1.1596
C -1.7342 -2.1570 1.5156
H -2.5553 -0.4510 -0.1689
H -4.0467 -3.3374 2.2178
H -3.2808 -4.1210 0.7557
H -4.7334 -3.1483 0.6071
H -1.1574 -1.2335 1.4654
H -1.7037 -2.4538 2.5640
H -1.0754 -2.8835 1.0399
C 0.7176 1.3937 -2.3491
O 1.4467 0.9326 -3.2714
N 0.2410 2.6392 -2.3000
C -0.6428 3.1271 -1.2666
C 0.4740 3.5267 -3.4890
H 0.4427 0.8407 -1.4376
H -0.8316 2.4404 -0.4415
H -1.6318 3.3389 -1.6731
H -0.3302 4.1014 -0.8908
H 0.5137 4.5805 -3.2135
H 1.4274 3.2530 -3.9409
H -0.3129 3.3596 -4.2245
C -0.8244 -2.1303 -1.6176
O -0.6634 -3.3463 -1.7692
N -1.0702 -1.2886 -2.6541
C -1.6621 0.0017 -2.2395
C -1.1926 -1.7326 -4.0553
H -0.7699 -1.6606 -0.6233
H -2.7053 -0.0369 -2.5533
H -1.7259 0.1268 -1.1586
H -1.1731 0.8304 -2.7516
H -0.8964 -1.0331 -4.8369
H -0.6024 -2.6389 -4.1906
H -2.2423 -2.0241 -4.0931
C 0.1407 0.9504 3.0889
O -0.3677 2.0075 3.4738
N 0.7226 0.0980 3.9733
C 1.3210 -1.1565 3.4018
C 0.8764 0.4207 5.3924
H 0.2250 0.6490 2.0333
H 0.6661 -2.0210 3.5105
H 2.2453 -1.4073 3.9223
H 1.5600 -1.1142 2.3391
H 0.3140 -0.3251 5.9541
H 1.9203 0.3280 5.6921
H 0.6017 1.4522 5.6130
C 2.5756 -0.3087 0.9201
O 3.1512 -1.0163 1.7496
N 3.1634 0.6898 0.2188
C 2.4866 1.3255 -0.8502
C 4.5871 0.9643 0.2910
H 1.4908 -0.3370 0.7339
H 1.4536 0.9902 -0.9425
H 2.8446 1.1440 -1.8636
H 2.3574 2.3592 -0.5293
H 5.0505 0.3812 -0.5048
H 4.8675 2.0176 0.3027
H 4.9400 0.5399 1.2308


Last place for stability: ii


i | 40
Properties=species:S:1:pos:R:3 method="wB97M-V/def2-TZVPD" smiles="NC(N)=O.NC(N)=O.NC(N)=O.NC(N)=O.NC(N)=O" e_homo_ha=-0.3431 gap_ev=9.24
N -6.3081 -4.3490 -14.9484
C -5.8753 -4.0437 -13.6779
N -6.9202 -3.9872 -12.7852
O -4.7076 -3.9927 -13.3253
H -5.7447 -4.3164 -15.7745
H -7.2981 -4.4772 -14.8804
H -6.6342 -3.7196 -11.8573
H -7.8518 -3.7727 -13.0861
N -2.4979 -9.6150 -20.3962
C -3.7859 -9.2131 -20.2867
N -4.6533 -10.1841 -19.8791
O -4.1538 -8.1421 -20.7737
H -1.8025 -8.9496 -20.6752
H -2.2791 -10.5498 -20.1060
H -4.3648 -11.1376 -19.7863
H -5.6069 -9.8692 -19.8413
N -9.3733 -6.8729 -17.3924
C -9.7734 -8.1791 -17.4639
N -9.3283 -8.8778 -16.3564
O -10.3089 -8.7420 -18.4041
H -9.6031 -6.3346 -18.2104
H -8.9182 -6.5749 -16.5550
H -8.6060 -8.4540 -15.7953
H -9.4519 -9.8715 -16.2857
N -5.8719 -9.0095 -16.7456
C -5.9531 -8.1228 -15.7065
N -5.1490 -7.0645 -15.7690
O -6.9008 -8.2823 -14.9046
H -5.0885 -8.8510 -17.3566
H -6.7803 -9.3281 -17.0433
H -5.2336 -6.3436 -15.0676
H -4.4743 -6.9745 -16.5049
N -8.9155 -9.6867 -12.8843
C -8.0466 -9.6068 -11.8290
N -6.9553 -8.8418 -12.1322
O -8.2421 -10.2117 -10.7798
H -8.5753 -9.3046 -13.7434
H -9.6596 -10.3585 -12.8721
H -6.7915 -8.4501 -13.0554
H -6.3188 -8.7962 -11.3536


ii | 40
Properties=species:S:1:pos:R:3 method="wB97M-V/def2-TZVPD" smiles="NC(N)=O.NC(N)=O.NC(N)=O.NC(N)=O.NC(N)=O" e_homo_ha=-0.3090 gap_ev=8.30
N -8.0384 5.8113 3.7226
C -6.9740 6.6447 3.6203
N -6.8468 7.5824 4.5953
O -6.2103 6.5839 2.6540
H -8.8397 6.0733 4.2719
H -8.0061 5.0456 3.0757
H -6.2691 8.3690 4.3583
H -7.6553 7.5829 5.1999
N -9.3686 10.1678 12.6158
C -10.1833 11.0686 12.0275
N -11.2139 11.4602 12.8249
O -10.1373 11.3629 10.8320
H -8.5706 10.0262 12.0108
H -9.2285 10.0614 13.6030
H -11.9061 12.1338 12.5504
H -11.2538 11.2429 13.8046
N -9.5418 10.5414 3.7499
C -9.8377 9.8701 2.6059
N -10.1513 8.5858 2.8948
O -9.8502 10.3084 1.4538
H -9.3898 10.0205 4.6005
H -9.5195 11.5450 3.7445
H -10.0522 8.1479 3.7966
H -10.4869 8.0415 2.1197
N -11.0362 6.7821 6.8481
C -11.6597 6.5014 5.6756
N -12.7955 5.7930 5.8586
O -11.3369 6.9752 4.5781
H -11.3633 6.5408 7.7597
H -10.4015 7.5740 6.6890
H -13.4310 5.7464 5.0763
H -13.0423 5.1819 6.6125
N -7.4800 9.4674 7.2573
C -8.7951 9.4528 6.9354
N -9.5645 10.2880 7.6589
O -9.2155 8.7747 5.9754
H -6.9255 8.9781 6.5751
H -7.1542 9.8882 8.1046
H -10.5409 10.0363 7.6449
H -9.1913 10.7971 8.4424


Last place for stability: i